Formula: C10H19INS
Source: the Open Molecules 2025 dataset
Level of theory: wB97M-V/def2-TZVPD

XYZ file:
```
32
Properties=species:S:1:pos:R:3:nbo_charge:R:1
C -1.87 0.87 0.73 -0.37
C -3.01 1.55 0.98 0.23
C 3.45 -1.75 0.75 -0.47
C 3.34 -2.14 -0.72 -0.25
C 2.86 -0.80 -0.22 -0.18
C -3.37 1.90 2.39 -0.67
C 4.62 -2.45 -1.57 -0.61
C -3.85 1.88 -0.19 -0.50
C -4.97 0.88 -0.45 -0.49
C -1.25 0.30 -0.38 -0.26
N 3.64 0.37 -0.49 -0.68
S 0.21 -0.64 -0.14 0.34
I -4.26 -1.02 -1.14 0.11
H -1.40 0.66 1.62 0.21
H 2.91 -2.28 1.49 0.23
H 4.45 -1.55 1.37 0.21
H 2.61 -2.90 -0.92 0.22
H -3.35 2.93 2.68 0.25
H -4.34 1.50 2.71 0.24
H -2.75 1.22 2.86 0.23
H 4.30 -2.11 -2.64 0.21
H 5.00 -3.47 -1.47 0.24
H 5.44 -1.80 -1.29 0.19
H -4.38 2.86 0.09 0.25
H -3.28 1.85 -1.12 0.22
H -5.73 1.24 -1.17 0.25
H -5.47 0.71 0.51 0.22
H -1.43 0.57 -1.50 0.25
H 4.75 0.47 -0.42 0.39
H 3.31 1.01 0.37 0.45
H 3.41 0.86 -1.26 0.41
H 0.41 -0.71 -1.47 0.15
```

- HOMO-LUMO gap (spin up / spin down) (eV) = 5.19 / 6.36
- total charge = +1